Record 1
Computed, not measured: a cluster of 2 separate species, C15H15F6NO3P in total in a non-equilibrium geometry, with the ωB97M-V functional and the def2-TZVPD basis.

Summary:
calculated total energy = -49019.3229 eV
orbital gap = 8.060 eV
ΔE to the lowest compared entry with this formula, charge and spin = 0.00 kcal/mol
multiplicity = 1
total charge = -1
HOMO level = -6.7 eV

CARTESIAN COORDINATES (ANGSTROEM)
C1 1.155 -0.114 5.215
C2 -0.024 0.486 5.220
C3 -1.338 1.377 4.887
C4 -2.539 0.534 4.214
C5 -2.106 -0.405 2.976
N1 -2.558 0.249 1.674
C6 -1.697 1.482 1.543
O1 -1.943 2.679 1.887
C7 -0.376 0.961 0.795
C8 1.089 1.523 0.717
C9 2.135 0.702 -0.166
C10 1.661 -0.639 -0.956
C11 0.157 -1.187 -0.862
O2 -0.307 -2.363 -1.545
C12 -1.164 -2.000 -2.676
C13 -0.338 -1.856 -4.078
C14 -0.824 -0.359 0.046
C15 -2.367 -0.562 0.443
O3 -3.177 -1.255 -0.247
H1 2.067 -0.788 4.987
H2 -1.729 1.744 5.924
H3 -1.065 2.342 4.306
H4 -3.376 1.243 3.821
H5 -3.036 -0.079 5.071
H6 -2.678 -1.416 3.094
H7 -0.989 -0.681 2.942
H8 1.374 2.473 1.289
H9 3.243 1.044 -0.261
H10 2.441 -1.184 -1.611
H11 -1.695 -0.980 -2.526
H12 -1.993 -2.803 -2.773
H13 0.488 -1.076 -3.896
H14 0.101 -2.881 -4.417
H15 -1.005 -1.458 -4.943
F1 4.608 0.195 -3.782
P1 3.203 0.752 -4.298
F2 2.873 2.293 -4.552
F3 1.631 0.520 -4.135
F4 3.236 1.089 -2.748
F5 2.930 -0.701 -4.902
F6 3.930 1.103 -5.675

natural (NBO) population analysis, charges in e, atoms 1 to 5:
1 C -0.30
2 C -0.03
3 C -0.47
4 C -0.42
5 C -0.24

---

Record 2
Computed, not measured: a structure of composition C15H15FN2S, with the ωB97M-V functional and the def2-TZVPD basis.

Summary:
calculated total energy = -32331.2930 eV
orbital gap = 8.592 eV
ΔE to the lowest compared entry with this formula, charge and spin = 17.65 kcal/mol
multiplicity = 1
total charge = 0
HOMO level = -9.1 eV

CARTESIAN COORDINATES (ANGSTROEM)
C1 -2.245 1.508 0.509
C2 -2.348 1.979 -0.930
F1 -1.722 3.227 -1.016
C3 -1.786 1.023 -1.975
C4 -0.289 0.811 -2.004
C5 0.177 -0.539 -2.189
C6 1.485 -0.872 -2.246
C7 2.438 0.165 -2.121
N1 3.770 0.045 -2.131
S1 4.354 1.533 -1.993
N2 3.008 2.381 -1.858
C8 1.996 1.513 -1.959
C9 0.616 1.822 -1.911
H1 -1.252 1.697 0.910
H2 -2.948 2.081 1.113
H3 -2.507 0.458 0.611
H4 -3.396 2.160 -1.177
H5 -2.132 1.316 -2.968
H6 -2.246 0.055 -1.775
H7 -0.553 -1.333 -2.278
H8 1.819 -1.891 -2.371
H9 0.320 2.851 -1.790
C10 1.580 -1.829 3.132
C11 0.528 -2.267 3.925
C12 -0.766 -2.271 3.422
C13 -1.007 -1.835 2.127
C14 0.045 -1.397 1.334
C15 1.338 -1.395 1.836
H10 2.588 -1.827 3.524
H11 0.717 -2.607 4.935
H12 -1.586 -2.612 4.040
H13 -2.017 -1.840 1.736
H14 -0.138 -1.055 0.325
H15 2.158 -1.053 1.216

natural (NBO) population analysis, charges in e, atoms 1 to 5:
1 C -0.65
2 C 0.22
3 F -0.38
4 C -0.46
5 C -0.02

---

Record 3
Computed, not measured: a structure of composition C15H15MgN7O4S in a non-equilibrium geometry, with the ωB97M-V functional and the def2-TZVPD basis.

Summary:
calculated total energy = -50703.5430 eV
orbital gap = 8.733 eV
ΔE to the lowest compared entry with this formula, charge and spin = 11.87 kcal/mol
multiplicity = 1
total charge = 0
HOMO level = -9.0 eV

CARTESIAN COORDINATES (ANGSTROEM)
Mg1 7.930 7.364 11.464
O1 5.130 5.574 13.936
C1 6.173 5.860 13.400
O2 6.268 6.390 12.175
C2 7.522 5.792 14.072
C3 7.816 5.260 15.345
C4 9.051 5.591 15.944
C5 9.934 6.451 15.304
C6 9.611 6.850 13.975
N1 8.431 6.547 13.436
C7 10.496 7.677 12.979
O3 11.594 8.151 13.242
O4 9.907 7.755 11.777
H1 7.155 4.495 15.804
H2 9.391 5.072 16.881
H3 10.808 6.910 15.675
N2 5.837 5.344 6.896
C8 6.955 5.577 7.556
C9 6.929 6.096 8.859
N3 8.080 6.498 9.472
C10 9.252 6.446 8.787
C11 9.274 5.833 7.506
N4 8.128 5.404 6.930
H4 4.935 5.476 7.297
H5 5.905 5.462 5.898
H6 5.965 6.288 9.391
H7 10.095 6.801 9.310
H8 10.139 5.835 6.871
C12 9.074 12.855 10.977
C13 7.541 12.833 10.733
C14 6.896 11.457 10.978
N5 7.618 10.390 11.077
N6 6.857 9.238 11.319
C15 5.582 9.442 11.287
N7 4.659 8.507 11.344
S1 5.145 11.201 11.102
H9 9.497 13.817 10.622
H10 9.529 11.966 10.531
H11 9.316 12.858 12.106
H12 7.272 13.243 9.773
H13 7.052 13.458 11.449
H14 4.960 7.564 11.815
H15 3.697 8.848 11.461

natural (NBO) population analysis, charges in e, atoms 1 to 5:
1 Mg 1.79
2 O -0.61
3 C 0.76
4 O -0.96
5 C 0.08

---

Record 4
Computed, not measured: a structure of composition C15H15N11O2S2SeTl in a non-equilibrium geometry, with the ωB97M-V functional and the def2-TZVPD basis.

Summary:
calculated total energy = -127991.7310 eV
orbital gap = 4.381 eV
ΔE to the lowest compared entry with this formula, charge and spin = 16.35 kcal/mol
multiplicity = 1
total charge = -1
HOMO level = -3.1 eV

CARTESIAN COORDINATES (ANGSTROEM)
Tl1 1.104 -0.541 -0.696
S1 3.244 1.158 -2.248
C1 2.258 0.747 -3.601
C2 2.953 0.101 -4.631
N1 3.600 -0.409 -5.437
C3 0.905 1.014 -3.745
S2 -0.089 1.883 -2.640
C4 0.233 0.568 -4.890
N2 -0.383 0.212 -5.796
N3 1.270 2.054 -0.008
N4 2.368 2.491 0.716
C5 3.305 1.600 1.086
N5 4.452 2.052 1.634
N6 2.968 0.329 0.989
N7 3.732 -0.691 1.314
O1 3.272 -1.790 1.049
O2 4.823 -0.528 1.867
H1 1.345 2.226 -1.034
H2 0.404 2.466 0.325
H3 2.678 3.456 0.606
H4 4.746 3.000 1.477
H5 5.135 1.327 1.845
C6 -1.745 -2.193 4.162
N8 -0.820 -1.328 3.485
C7 0.021 -0.413 4.050
C8 0.660 0.210 3.018
N9 0.232 -0.311 1.841
C9 -0.650 -1.225 2.151
H6 -1.548 -2.172 5.233
H7 -1.637 -3.217 3.799
H8 -2.771 -1.864 3.980
H9 0.090 -0.288 5.111
H10 1.396 0.987 3.049
H11 -1.184 -1.831 1.447
Se1 -2.196 1.338 0.713
N10 -1.529 0.313 -0.571
C10 -2.549 -0.299 -1.183
C11 -2.429 -1.172 -2.275
C12 -3.558 -1.753 -2.789
C13 -4.825 -1.500 -2.232
C14 -4.983 -0.647 -1.172
C15 -3.850 -0.012 -0.637
N11 -3.873 0.851 0.383
H12 -1.454 -1.354 -2.703
H13 -3.479 -2.410 -3.646
H14 -5.690 -1.991 -2.658
H15 -5.951 -0.442 -0.739

natural (NBO) population analysis, charges in e, atoms 1 to 5:
1 Tl 0.65
2 S -0.43
3 C -0.32
4 C 0.29
5 N -0.39

---

Record 5
Computed, not measured: a cluster of 2 separate species, C15H15N2O2 in total in a non-equilibrium geometry, with the ωB97M-V functional and the def2-TZVPD basis.

Summary:
calculated total energy = -22873.9322 eV
orbital gap = 5.468 eV
ΔE to the lowest compared entry with this formula, charge and spin = 0.00 kcal/mol
multiplicity = 1
total charge = -1
HOMO level = -2.8 eV

CARTESIAN COORDINATES (ANGSTROEM)
C1 -3.788 -0.400 -1.281
C2 -2.407 -0.478 -0.629
C3 -1.606 0.810 -0.873
O1 -0.459 0.813 -1.286
C4 -2.416 2.092 -0.626
C5 -3.796 2.008 -1.281
O2 -4.501 0.801 -0.945
H1 -3.663 -0.462 -2.379
H2 -4.440 -1.214 -0.940
H3 -2.510 -0.611 0.461
H4 -1.839 -1.310 -1.053
H5 -2.525 2.222 0.465
H6 -1.858 2.933 -1.045
H7 -4.454 2.818 -0.941
H8 -3.669 2.071 -2.378
C6 1.691 2.194 0.762
C7 1.466 0.882 1.415
C8 0.624 0.861 2.542
N1 -0.091 0.867 3.478
C9 2.079 -0.324 0.985
C10 2.949 -0.379 -0.148
C11 3.519 -1.574 -0.549
C12 3.263 -2.761 0.150
C13 3.864 -3.991 -0.284
N2 4.364 -4.984 -0.655
C14 2.421 -2.733 1.272
C15 1.840 -1.543 1.686
H9 2.362 2.148 -0.095
H10 0.732 2.608 0.425
H11 2.101 2.908 1.490
H12 3.160 0.525 -0.713
H13 4.175 -1.600 -1.419
H14 2.219 -3.652 1.822
H15 1.191 -1.544 2.565

natural (NBO) population analysis, charges in e, atoms 1 to 5:
1 C -0.06
2 C -0.55
3 C 0.61
4 O -0.52
5 C -0.55

---

Record 6
Computed, not measured: a structure of composition C15H15N2O6Pm in a non-equilibrium geometry, with the ωB97M-V functional and the def2-TZVPD basis.

Summary:
calculated total energy = -47597.0887 eV
orbital gap (spin up / spin down) = 5.230 / 5.393 eV
ΔE to the lowest compared entry with this formula, charge and spin = 0.00 kcal/mol
multiplicity = 5
expectation value of S² = 6.03
total charge = +2
HOMO level (spin up / spin down) = -14.4 / -14.4 eV

CARTESIAN COORDINATES (ANGSTROEM)
O1 -2.793 2.178 -4.277
C1 -3.169 2.074 -3.130
Pm1 -3.560 0.543 -1.603
O2 -5.339 -0.188 -4.705
C2 -4.863 0.043 -3.679
C3 -2.315 -0.510 -3.440
O3 -1.810 -0.858 -4.418
C4 -3.429 3.583 -2.304
O4 -3.951 3.208 -1.208
C5 -2.671 4.704 -2.661
O5 -1.493 4.722 -2.989
H1 -3.436 5.448 -2.564
C6 1.496 -3.505 3.337
C7 2.283 -3.038 2.138
N1 1.893 -1.707 1.619
C8 2.150 -0.582 2.531
C9 3.515 -0.676 3.199
C10 0.754 -1.679 0.818
O6 0.046 -2.671 0.642
C11 0.439 -0.399 0.097
C12 1.418 0.504 -0.326
C13 1.026 1.635 -1.043
C14 -0.319 1.815 -1.359
N2 -1.256 0.903 -0.998
C15 -0.889 -0.201 -0.290
H2 1.526 -2.779 4.158
H3 1.923 -4.446 3.695
H4 0.456 -3.693 3.053
H5 3.345 -2.949 2.385
H6 2.154 -3.743 1.311
H7 2.083 0.356 1.968
H8 1.363 -0.538 3.310
H9 4.297 -0.961 2.487
H10 3.770 0.310 3.599
H11 3.513 -1.384 4.036
H12 2.462 0.313 -0.083
H13 1.743 2.387 -1.364
H14 -0.672 2.697 -1.908
H15 -1.690 -0.913 -0.034

Mulliken population analysis, charges in e, atoms 1 to 5:
1 O -0.39
2 C 0.06
3 Pm 1.57
4 O -0.09
5 C 0.29